[1]
Density functional theory data (ωB97M-V with the def2-TZVPD basis set) for a 2-piece molecular cluster, C12H22NOSSi overall.

Computed properties:
frontier orbital gap: 7.140 eV
multiplicity: 1
lowest unoccupied orbital energy: -4.632 eV
charge: +1
max |F|: 3.7 eV/A

Geometry as XYZ:
```
38
C12H22NOSSi ωB97M-V with the def2-TZVPD basis set
C -2.364 0.745 2.346
Si -1.780 -0.839 1.436
C -1.681 -0.348 -0.424
C -3.040 -2.216 1.780
C 0.032 -1.319 1.915
C 0.555 -2.680 1.647
C 1.969 -2.924 2.013
C 2.742 -1.824 2.603
N 2.184 -0.580 2.834
S 3.140 0.727 3.519
C 0.860 -0.282 2.515
H -3.389 0.993 1.945
H -1.665 1.581 2.041
H -2.394 0.597 3.458
H -1.879 -1.242 -1.071
H -0.606 -0.054 -0.614
H -2.301 0.550 -0.663
H -4.068 -1.968 1.386
H -2.650 -3.165 1.309
H -3.143 -2.412 2.889
H -0.093 -3.449 1.166
H 2.403 -3.933 1.817
H 3.804 -2.027 2.868
H 2.473 1.833 3.029
H 0.420 0.729 2.697
C 1.002 1.744 -4.465
C 1.627 2.477 -3.294
C 0.517 2.418 -2.259
O -0.212 1.207 -2.500
C 0.195 0.665 -3.766
H 1.730 1.341 -5.170
H 0.334 2.417 -5.010
H 2.502 1.926 -2.935
H 1.938 3.495 -3.527
H -0.177 3.257 -2.373
H 0.898 2.419 -1.234
H 0.805 -0.224 -3.571
H -0.686 0.364 -4.336
```

=====

[2]
Density functional theory data (ωB97M-V with the def2-TZVPD basis set) for a single C12H22NP molecule.

Computed properties:
frontier orbital gap: 9.197 eV
multiplicity: 1
lowest unoccupied orbital energy: 0.826 eV
charge: 0
energy relative to the best compared isomer or geometry (same formula, charge and spin): 30.3 kcal/mol
structure (SMILES): C/C=C(/C)P(C)[C@@H](C)C(/C=C/C)=N\C
max |F|: 5.8 eV/A

Geometry as XYZ:
```
36
C12H22NP ωB97M-V with the def2-TZVPD basis set
C 3.123 -1.628 -1.508
C 3.478 -0.457 -0.561
C 2.596 0.015 0.349
C 3.085 1.247 1.103
P 0.945 -0.633 0.614
C 0.477 0.001 2.251
C 0.079 0.594 -0.481
C 0.379 0.495 -1.995
C -1.653 0.396 0.013
C -2.194 -0.971 0.044
C -3.510 -1.262 0.094
C -3.998 -2.656 -0.034
N -2.405 1.376 0.259
C -2.059 2.728 0.139
H 4.007 -1.992 -1.827
H 2.588 -1.312 -2.304
H 2.600 -2.346 -1.044
H 4.460 -0.126 -0.883
H 3.724 0.832 1.972
H 3.596 2.085 0.561
H 2.224 1.824 1.542
H -0.615 -0.183 2.560
H 0.375 1.129 2.487
H 1.143 -0.493 3.128
H 0.282 1.510 -0.034
H 1.243 1.004 -2.157
H 0.444 -0.491 -2.288
H -0.577 0.944 -2.598
H -1.369 -1.662 0.121
H -4.181 -0.496 0.164
H -3.917 -3.089 -1.049
H -3.267 -3.189 0.567
H -5.022 -2.647 0.300
H -2.686 3.280 -0.513
H -1.040 2.806 0.018
H -2.357 3.367 0.991
```

=====

[3]
Density functional theory data (ωB97M-V with the def2-TZVPD basis set) for an isolated ion of composition C12H22NS and charge +1.

Computed properties:
frontier orbital gap: 7.011 eV
multiplicity: 1
lowest unoccupied orbital energy: -5.202 eV
charge: +1
energy relative to the best compared isomer or geometry (same formula, charge and spin): 28.3 kcal/mol
max |F|: 5.1 eV/A

Geometry as XYZ:
```
36
C12H22NS ωB97M-V with the def2-TZVPD basis set
C -0.070 1.532 -1.052
C -0.748 0.378 -0.832
C 2.617 -0.250 0.048
C 2.514 1.269 0.461
C 1.468 -1.031 0.948
C 2.253 2.212 -0.752
C 0.939 -2.022 -0.057
C 1.350 -3.413 -0.150
C -3.032 0.694 -1.287
C -2.216 1.442 0.958
C -2.463 -0.938 0.553
C -2.068 0.439 -0.200
N 1.158 1.753 -1.634
S -0.149 -1.324 -1.294
H -0.478 2.458 -0.722
H 2.304 -0.452 -0.976
H 3.528 -0.705 0.546
H 1.770 1.445 1.322
H 3.562 1.598 0.759
H 1.808 -1.658 1.833
H 0.665 -0.424 1.288
H 2.042 3.070 -0.297
H 3.204 2.224 -1.305
H 1.040 -3.917 -1.032
H 0.987 -3.917 0.708
H 2.395 -3.630 0.015
H -4.060 0.829 -0.980
H -2.746 1.627 -1.704
H -2.981 -0.060 -2.012
H -1.116 1.422 1.398
H -2.905 0.969 1.757
H -2.670 2.454 0.806
H -3.272 -0.684 1.146
H -1.615 -1.380 1.224
H -2.873 -1.664 -0.199
H 1.325 0.894 -2.152
```

=====

[4]
Density functional theory data (ωB97M-V with the def2-TZVPD basis set) for C12H23AlClN2O2S as an isolated structure.

Computed properties:
frontier orbital gap: 7.375 eV
multiplicity: 1
lowest unoccupied orbital energy: 2.386 eV
charge: -1
energy relative to the best compared isomer or geometry (same formula, charge and spin): 0.0 kcal/mol
max |F|: 1.3 eV/A

Geometry as XYZ:
```
42
C12H23AlClN2O2S ωB97M-V with the def2-TZVPD basis set
O -0.472 -0.010 2.786
C -0.571 1.426 2.832
C -1.136 2.023 1.533
C -0.396 3.276 1.006
Al -0.123 3.464 -0.980
Cl -1.918 2.687 -2.066
C 1.492 2.547 -1.753
C 1.418 1.022 -1.975
C 2.316 0.245 -1.003
C 1.991 -1.253 -0.905
C 1.071 -1.585 0.265
C 0.916 -3.096 0.465
C -0.380 -3.551 1.150
S -1.655 -4.279 0.097
C -2.380 -2.910 -0.680
N -3.660 -2.840 -0.919
N -3.844 -1.690 -1.676
C -2.664 -1.154 -1.796
O -1.685 -1.886 -1.214
H -0.891 -0.367 3.568
H 0.424 1.835 3.032
H -1.219 1.692 3.673
H -1.206 1.219 0.796
H -2.163 2.329 1.750
H -0.979 4.159 1.291
H 0.572 3.399 1.510
H -0.007 5.050 -1.331
H 1.638 3.048 -2.716
H 2.374 2.790 -1.151
H 0.392 0.642 -1.899
H 1.759 0.774 -2.988
H 2.191 0.685 -0.007
H 3.353 0.374 -1.317
H 2.914 -1.825 -0.761
H 1.537 -1.594 -1.842
H 1.523 -1.165 1.163
H 0.096 -1.111 0.145
H 0.990 -3.599 -0.502
H 1.748 -3.457 1.075
H -0.818 -2.742 1.738
H -0.157 -4.367 1.838
H -2.391 -0.206 -2.231
```

=====

What is the multiplicity in the fourth record? 1

=====

Which value of frontier orbital gap does entry 1 give? 7.140 eV